Molecular formula: C32H91N5O17
Method: DFT, ωB97M-V/def2-TZVPD

Positions of all 145 atoms, in Å:
C -10.119460 5.783400 14.641220
C -8.619680 6.218250 14.680640
C -8.123220 6.053260 13.219230
O -8.062610 4.700380 12.701110
C -7.691060 4.564280 11.337360
N -8.522020 7.698810 15.047220
H -10.689190 6.555530 14.124190
H -10.558360 5.576250 15.617210
H -10.150490 4.845640 14.086470
H -8.077390 5.722610 15.485850
H -7.095950 6.414760 13.265540
H -8.672270 6.736910 12.571720
H -7.059030 3.676260 11.344020
H -7.211810 5.488820 11.015400
H -8.609660 4.249030 10.842500
H -8.969300 8.079920 14.225760
H -9.143620 7.944880 15.804300
C -3.916350 -1.579660 10.748230
C -4.834800 -0.811030 11.708010
C -4.742120 0.665680 11.339270
O -3.470330 1.154840 11.871250
C -3.496960 1.602680 13.186150
N -6.102950 -1.355240 11.585770
H -2.925800 -1.135940 10.648110
H -4.328810 -1.671030 9.743430
H -3.710590 -2.543180 11.214480
H -4.477780 -0.813700 12.737880
H -5.485570 1.344780 11.756670
H -4.846510 0.952360 10.292840
H -2.494870 1.353130 13.534920
H -4.230360 1.241440 13.907070
H -3.651140 2.669170 13.350320
H -6.876340 -0.813920 11.944860
H -6.284240 -1.400550 10.593210
C -0.148560 2.483140 10.717830
C -0.152710 1.012450 10.642960
C 0.183490 0.301540 12.056480
O 0.540770 -1.050140 11.767400
C 0.671680 -1.788600 12.992670
N -1.240350 0.403030 9.943290
H -1.084000 3.001560 10.928260
H 0.150890 2.882140 9.748690
H 0.592270 2.865240 11.420160
H 0.769840 0.783330 10.109570
H -0.714090 0.239100 12.671740
H 0.947800 0.907290 12.543290
H 1.511980 -1.425020 13.584110
H 0.829480 -2.836840 12.738930
H -0.216810 -1.692830 13.616780
H -1.873040 0.490920 10.725650
H -1.694280 0.984790 9.253640
C -0.139120 6.125320 12.539950
C -0.912170 5.775520 13.811620
C -1.694610 7.077710 14.133880
O -2.077360 7.043880 15.521770
C -1.100440 7.126900 16.538350
N -1.792940 4.648900 13.451790
H -0.660410 6.275100 11.594470
H 0.593220 5.353400 12.303480
H 0.435450 7.051030 12.572000
H -0.371060 5.442520 14.697290
H -2.543740 7.164050 13.455930
H -1.119030 7.967080 13.877270
H -0.538670 8.059450 16.484820
H -0.333660 6.356360 16.458130
H -1.717350 7.094030 17.436370
H -2.573020 4.997970 12.913520
H -2.321150 4.394830 14.274310
C -10.242400 1.339440 9.569920
C -9.275450 0.491450 10.387310
C -9.116440 1.187560 11.793390
O -7.913480 0.710640 12.388160
C -7.539440 1.198020 13.636950
N -9.851250 -0.859270 10.386090
H -11.231540 1.223760 10.012990
H -10.392470 0.864200 8.600520
H -9.958990 2.389750 9.637860
H -8.281640 0.307530 9.979130
H -10.031640 0.973750 12.345470
H -9.037730 2.267170 11.665540
H -8.366230 0.994330 14.317420
H -7.448710 2.284200 13.645440
H -6.622240 0.729280 13.993500
H -10.844600 -0.718190 10.502080
H -9.490200 -1.364850 11.182420
C -6.634180 -1.278320 16.863280
C -5.354140 -1.819260 16.161970
O -4.627720 -0.795110 15.513510
O -7.230860 -2.423110 17.572920
H -7.360070 -0.970600 16.110630
H -6.495070 -0.439590 17.545390
H -5.676470 -2.642800 15.524790
H -4.688560 -2.308960 16.872820
H -4.254200 -1.087450 14.678870
H -7.892820 -2.145420 18.210330
C 0.212280 -1.837830 8.209450
C -0.817610 -0.997260 7.442800
O -2.196810 -1.096850 7.688790
O 0.377470 -3.144560 7.627270
H -0.105580 -1.805230 9.251570
H 1.174430 -1.325630 8.213740
H -0.779270 -1.246310 6.382320
H -0.485020 0.033680 7.563800
H -2.255730 -1.153460 8.645310
H -0.500350 -3.499260 7.786090
C -8.915570 -2.642830 14.443200
C -10.106970 -1.839520 15.008780
O -11.323220 -2.592210 14.815350
O -8.744700 -3.818420 15.226190
H -7.941650 -2.160040 14.362610
H -9.093850 -2.999330 13.428690
H -10.073100 -0.890900 14.473000
H -9.926340 -1.476410 16.020530
H -11.097060 -3.470970 14.501940
H -8.036720 -3.590200 15.833050
C -1.569340 -5.089920 11.052430
C -0.904940 -5.590560 9.674630
O -1.865860 -5.246270 8.650680
O -0.701130 -5.297860 12.146490
H -2.454520 -5.725950 11.054790
H -1.873580 -4.046160 10.974300
H -0.749130 -6.666140 9.591150
H 0.089490 -5.193970 9.469890
H -2.704130 -5.454130 9.069860
H -0.992190 -4.990070 13.007970
C -6.658360 -4.809290 12.074860
C -5.835980 -4.725960 13.444820
O -4.579420 -5.384520 13.179890
O -6.222410 -3.911280 11.087030
H -7.720340 -4.563730 12.075490
H -6.587620 -5.798300 11.622130
H -6.405820 -5.156090 14.268440
H -5.533030 -3.686980 13.574620
H -4.697850 -6.292500 12.891530
H -6.275050 -3.022840 11.446870
C 0.401930 2.141040 16.276760
C -0.694220 1.418500 16.955240
O -0.152000 0.317680 17.669220
O 1.079160 1.304840 15.360080
H 1.085190 2.613870 16.982240
H -0.221450 2.867060 15.754860
H -1.488310 1.044520 16.308980
H -1.158800 2.082590 17.684100
H -0.901160 -0.072030 18.125820
H 1.486020 0.530070 15.754800

Force components x, y, z for each atom (eV/Å):
1.00 -0.51 0.28
-2.19 0.79 0.32
1.90 -0.34 0.73
-0.72 1.00 1.77
-0.56 -0.45 1.34
0.39 -1.38 -1.55
-0.11 -0.10 -0.04
0.05 0.28 0.10
-0.32 -0.02 -0.15
0.25 -0.56 -0.62
0.28 0.25 -0.37
-0.41 -0.14 -0.16
0.54 0.28 -0.47
-0.01 -0.32 -0.61
0.10 0.64 -0.84
-0.03 0.96 -0.07
-0.11 -0.38 0.29
0.98 -0.25 1.18
1.95 1.78 -1.11
0.59 1.82 1.11
-1.13 -0.31 -1.30
0.85 0.45 1.14
-2.45 -0.84 -0.43
-0.18 0.26 0.12
-0.28 -0.16 0.13
-0.31 -0.38 -0.50
0.12 -0.48 0.11
-0.54 -0.50 0.61
0.66 -0.69 -0.43
-0.05 0.23 0.56
-0.31 -1.16 -0.42
0.23 0.50 -0.83
0.14 0.43 0.40
-0.32 -0.23 -0.36
-0.01 2.06 -0.13
3.04 -1.33 0.94
-1.43 0.10 -2.46
0.27 0.20 1.09
0.15 0.17 -0.75
-1.12 -0.45 1.50
-0.28 -0.40 0.39
0.05 0.03 -0.21
0.02 -0.06 0.14
0.29 -0.24 -0.24
-0.20 0.42 0.34
0.21 -0.31 0.17
0.21 0.06 0.01
-0.01 0.08 -0.07
-0.30 0.02 -0.01
-1.31 -0.53 -0.15
0.45 0.47 -0.38
1.96 -0.35 -0.27
-1.47 1.24 -2.01
1.03 -0.87 1.46
-1.13 0.24 -1.08
-0.18 0.44 -0.84
-0.42 -0.02 0.71
-1.02 -0.37 0.36
0.01 -0.18 0.03
0.13 0.08 0.66
0.62 0.27 -0.48
-0.56 -0.28 0.54
0.46 0.15 0.48
-0.12 0.40 0.08
-0.19 -0.43 0.36
0.61 -0.18 0.21
0.09 0.27 -0.86
0.22 -0.40 0.67
0.30 -0.56 0.29
-0.25 -0.01 0.85
0.49 -0.51 -1.15
-0.17 -0.71 -0.98
-1.11 0.64 0.70
0.10 0.55 0.42
-0.12 0.27 0.42
0.46 0.68 -0.37
-0.14 -0.04 -0.78
0.16 0.89 -0.31
0.05 -0.14 0.58
-0.03 0.12 0.03
0.06 -0.19 0.59
0.32 0.24 -0.18
-0.04 -0.12 -0.22
-0.28 -0.56 0.27
-0.11 -0.38 0.11
-0.38 -1.09 0.17
-0.37 -0.28 0.92
-0.49 0.47 -0.05
0.95 0.45 -0.80
0.12 0.25 -0.19
0.46 -0.08 0.00
-0.06 0.19 -0.49
-0.15 0.10 0.45
-0.06 -0.26 0.03
0.01 0.28 -0.08
-0.66 0.18 -0.44
1.05 0.50 -1.46
-0.11 -0.73 0.85
-0.31 0.88 0.96
0.03 -0.67 0.30
0.04 -0.08 -0.37
0.59 0.08 -0.13
-0.07 0.32 -0.08
-0.30 0.15 0.36
-0.21 -0.87 -0.29
-0.28 -0.64 0.54
0.93 -0.34 -1.46
0.66 1.31 0.43
0.32 -0.16 -0.15
-0.17 0.78 0.19
-0.54 0.22 -0.20
-0.82 0.11 -0.64
-0.24 -0.85 0.51
0.21 -0.10 0.16
-0.04 -0.29 0.65
1.05 -0.92 -1.30
-0.62 0.53 0.80
0.92 0.25 0.43
0.65 -0.53 -0.36
-0.41 0.06 0.74
0.09 0.04 -0.26
-0.23 -0.25 0.77
-0.34 0.72 -0.12
-0.41 0.08 -0.34
-0.64 0.16 -0.33
-0.33 0.76 0.18
-0.12 -0.83 -2.99
0.08 0.44 0.76
1.15 -1.22 -0.61
-0.46 -0.53 1.37
0.19 -0.27 0.36
0.15 0.09 0.15
-0.35 0.01 0.36
-0.36 -0.02 0.04
0.11 0.72 0.34
-0.50 -0.61 -0.43
-0.33 -0.77 1.55
-0.01 -0.33 0.20
0.01 0.64 -0.93
-0.03 0.08 0.05
0.90 0.58 -0.71
0.14 0.21 -0.57
-0.17 0.41 -0.01
0.19 -0.35 0.17
-0.24 0.12 0.60

## Properties
Highest occupied orbital energy: -8.920 eV
SMILES: COC[C@H](C)N.COC[C@H](C)N.COC[C@H](C)N.COC[C@H](C)N.COC[C@H](C)N.OCCO.OCCO.OCCO.OCCO.OCCO.OCCO
Total energy: -76907.81105 eV

These are the Mulliken partial charges, in e, on atoms 1 to 8:
1. C -1.13
2. C 0.19
3. C -0.93
4. O -0.19
5. C -0.57
6. N -0.71
7. H 0.31
8. H 0.36